*w*
19
Properties=species:S:1:pos:R:3 method="wB97M-V/def2-TZVPD" orbital_gap_ev=9.365 lumo_ev=-3.5135 total_charge=+1 smiles="NC(=O)[C@@H]([NH3+])CCS"
N -2.128 0.155 1.834
C -1.801 -0.623 0.780
O -2.502 -1.569 0.461
C -0.453 -0.510 0.044
N -0.687 -1.397 -1.153
C 0.067 0.822 -0.440
C 1.409 0.946 -1.133
S 2.837 1.074 0.011
H -2.964 0.022 2.397
H -1.864 1.128 1.781
H 0.190 -1.051 0.748
H -1.137 -2.265 -0.876
H 0.187 -1.536 -1.661
H -1.235 -0.840 -1.813
H 0.121 1.494 0.432
H -0.706 1.333 -1.023
H 1.652 0.045 -1.709
H 1.405 1.818 -1.778
H 3.311 -0.178 -0.090

=====

*x*
19
Properties=species:S:1:pos:R:3 method="wB97M-V/def2-TZVPD" orbital_gap_ev=8.508 lumo_ev=-4.0042 total_charge=+1
C -1.343 0.334 -0.218
C 1.457 -1.557 0.629
C -0.443 0.510 0.893
C 0.894 -0.707 -0.476
N -2.287 -0.639 -0.394
N 0.252 1.758 0.963
O -1.341 1.159 -1.247
S 1.979 0.533 -1.104
H 1.970 -2.331 0.222
H 0.625 -1.997 1.144
H 2.123 -0.989 1.276
H -0.710 -0.066 1.808
H 0.262 -1.183 -1.133
H -2.475 -1.363 0.277
H -2.809 -0.698 -1.268
H 0.512 2.163 1.799
H 0.910 1.893 0.174
H -1.029 2.051 -1.071
H 1.452 1.128 -2.278

=====

Result of the stability comparison: *w* is the most stable of them.

=====

*w*
20
Properties=species:S:1:pos:R:3 method="wB97M-V/def2-TZVPD" orbital_gap_ev=8.570 lumo_ev=-0.0462 total_charge=0
C 1.399 0.302 -1.407
C 1.137 -0.601 -0.403
C 0.327 -0.209 0.715
C -1.064 0.501 0.527
C 1.846 -1.949 -0.513
C -2.611 1.629 -0.973
N 0.654 -0.499 1.962
O 1.722 -1.078 2.204
O -0.015 -0.137 3.033
O -1.700 0.960 1.496
O -1.420 0.799 -0.804
H 2.120 -0.005 -2.155
H 1.037 1.355 -1.380
H 1.796 -2.152 -1.597
H 2.872 -1.957 -0.321
H 1.390 -2.871 -0.074
H -3.267 1.119 -1.731
H -2.272 2.601 -1.288
H -3.017 1.903 0.005
H -0.934 0.289 2.704

=====

*x*
20
Properties=species:S:1:pos:R:3 method="wB97M-V/def2-TZVPD" orbital_gap_ev=8.320 lumo_ev=-1.0294 total_charge=0
C 1.125 -0.552 -1.439
C 0.743 0.835 -1.234
C 2.481 -0.989 -0.924
C -2.749 0.350 0.479
C -1.448 -0.336 0.657
C -0.338 0.652 0.613
N 0.794 0.543 1.379
O 1.453 1.491 1.707
O 0.287 -1.346 -1.820
O 0.670 1.916 -1.661
O 1.202 -0.582 1.688
H 3.248 -0.154 -0.967
H 2.279 -1.401 -0.033
H 2.966 -1.780 -1.580
H -2.608 1.431 0.341
H -3.540 0.301 1.347
H -3.255 0.034 -0.333
H -1.195 -1.060 1.488
H -1.311 -0.984 -0.196
H -0.806 1.631 0.488

=====

*y*
20
Properties=species:S:1:pos:R:3 method="wB97M-V/def2-TZVPD" orbital_gap_ev=10.332 lumo_ev=0.5414 total_charge=0 smiles="O=C=NCC[C@@H]1OCC1(O)O"
O 2.883 1.552 0.398
C 2.376 0.510 0.129
N 2.130 -0.662 0.350
C 1.321 -1.803 0.000
C -0.217 -1.424 0.130
C -0.536 -0.066 0.723
O -1.926 0.328 0.632
C -1.635 1.430 -0.217
C -0.100 1.207 -0.072
O 0.561 0.940 -1.285
O 0.366 2.248 0.673
H 1.530 -2.586 0.743
H 1.529 -2.290 -0.966
H -0.662 -1.386 -0.921
H -0.838 -2.151 0.652
H -0.376 0.112 1.876
H -2.004 2.339 0.352
H -2.000 1.478 -1.254
H 0.973 1.842 -1.541
H 1.324 2.160 0.992

=====

Result of the stability comparison: *y* is the most stable of them.

=====

*w*
26
Properties=species:S:1:pos:R:3 method="wB97M-V/def2-TZVPD" orbital_gap_ev=8.517 lumo_ev=-0.9125 total_charge=0 smiles="CCCCC(=O)Nc1ncc([N+](=O)[O-])s1"
C -2.206 -3.644 -1.631
C -1.289 -2.652 -0.928
C -1.750 -1.212 -1.147
C -0.825 -0.199 -0.473
C -0.978 -0.200 1.016
O -1.783 -0.825 1.653
N -0.096 0.627 1.731
C 0.879 1.456 1.299
N 1.210 1.669 0.060
C 2.214 2.546 -0.050
C 2.687 3.040 1.140
N 3.722 3.967 1.353
O 4.286 4.401 0.368
O 3.974 4.262 2.504
S 1.819 2.360 2.484
H -3.221 -3.558 -1.250
H -2.224 -3.456 -2.702
H -1.864 -4.663 -1.467
H -1.279 -2.865 0.142
H -0.270 -2.768 -1.306
H -2.758 -1.095 -0.749
H -1.779 -1.003 -2.218
H -1.037 0.813 -0.825
H 0.218 -0.402 -0.720
H -0.240 0.587 2.735
H 2.589 2.816 -1.020

=====

*x*
26
Properties=species:S:1:pos:R:3 method="wB97M-V/def2-TZVPD" orbital_gap_ev=9.366 lumo_ev=0.5958 total_charge=0 smiles="Nc1ccn([C@H]2CS[C@@H](CO)O2)c(=O)n1"
N 4.492 1.166 0.223
C 3.272 0.612 0.121
C 2.126 1.275 0.654
C 0.935 0.652 0.489
N 0.855 -0.539 -0.136
C -0.420 -1.191 -0.330
C -0.953 -1.798 0.983
S -2.203 -0.626 1.576
C -2.574 -0.287 -0.189
C -3.321 1.025 -0.383
O -4.063 0.928 -1.570
O -1.338 -0.247 -0.828
C 2.035 -1.203 -0.632
O 1.908 -2.292 -1.141
N 3.195 -0.554 -0.476
H 4.626 2.068 0.640
H 5.268 0.675 -0.186
H 2.205 2.225 1.153
H 0.004 1.074 0.843
H -0.234 -1.989 -1.065
H -1.430 -2.762 0.809
H -0.167 -1.904 1.726
H -3.194 -1.115 -0.560
H -3.981 1.186 0.482
H -2.586 1.838 -0.430
H -4.456 1.784 -1.771

=====

Result of the stability comparison: *x* is the most stable of them.

=====

*w*
47
Properties=species:S:1:pos:R:3 method="wB97M-V/def2-TZVPD" orbital_gap_ev=9.263 lumo_ev=0.3273 total_charge=0 smiles="Cc1onc(-c2ccccc2)c1C(=O)N[C@@H]1C(=O)N2[C@@H]1SC(C)(C)[C@@H]2C(=O)O"
C 0.702 -2.872 -0.153
C 1.987 -2.134 -0.068
O 3.096 -2.845 0.170
N 4.168 -2.021 0.193
C 3.749 -0.803 -0.040
C 4.685 0.313 -0.073
C 6.011 0.065 -0.426
C 6.924 1.100 -0.468
C 6.526 2.391 -0.156
C 5.214 2.639 0.210
C 4.295 1.607 0.258
C 2.324 -0.808 -0.212
C 1.442 0.311 -0.588
O 1.736 1.182 -1.376
N 0.228 0.280 0.041
C -0.770 1.258 -0.227
C -1.730 1.580 0.934
O -1.625 1.891 2.083
N -2.824 1.336 0.140
C -2.064 0.820 -0.969
S -2.453 -0.965 -1.023
C -3.834 -0.833 0.225
C -3.358 -1.448 1.535
C -5.051 -1.567 -0.316
C -4.075 0.697 0.419
C -5.134 1.235 -0.537
O -4.926 1.614 -1.654
O -6.338 1.242 0.034
H 0.005 -2.364 -0.816
H 0.893 -3.875 -0.526
H 0.249 -2.965 0.835
H 6.303 -0.945 -0.668
H 7.949 0.904 -0.747
H 7.239 3.201 -0.196
H 4.903 3.642 0.460
H 3.280 1.810 0.560
H 0.002 -0.477 0.666
H -0.280 2.120 -0.689
H -2.279 1.264 -1.940
H -3.018 -2.466 1.363
H -2.537 -0.873 1.961
H -4.174 -1.472 2.256
H -5.902 -1.421 0.345
H -4.837 -2.632 -0.382
H -5.308 -1.211 -1.311
H -4.384 0.903 1.446
H -7.009 1.592 -0.575

=====

*x*
47
Properties=species:S:1:pos:R:3 method="wB97M-V/def2-TZVPD" orbital_gap_ev=8.779 lumo_ev=0.0504 total_charge=0 smiles="CCOC(=O)CNS(=O)(=O)c1cc(-c2n[nH]c(=O)c3ccccc23)ccc1C"
C -4.952 -0.010 3.471
C -5.387 0.811 2.267
O -4.410 0.705 1.222
C -3.513 1.674 1.127
O -3.516 2.704 1.747
C -2.458 1.361 0.064
N -1.140 1.720 0.540
S -0.664 0.744 1.844
O 0.470 1.379 2.437
O -1.794 0.456 2.687
C -0.112 -0.682 0.906
C 1.097 -0.440 0.280
C 1.656 -1.384 -0.571
C 2.936 -1.140 -1.253
N 3.777 -2.123 -1.242
N 4.976 -1.972 -1.797
C 5.492 -0.834 -2.379
O 6.632 -0.817 -2.798
C 4.530 0.271 -2.444
C 4.895 1.460 -3.076
C 3.986 2.487 -3.190
C 2.693 2.326 -2.695
C 2.318 1.160 -2.065
C 3.240 0.118 -1.901
C 0.988 -2.597 -0.741
C -0.210 -2.831 -0.101
C -0.802 -1.874 0.728
C -2.118 -2.177 1.370
H -5.627 0.168 4.303
H -3.942 0.280 3.756
H -4.954 -1.070 3.229
H -5.493 1.866 2.538
H -6.321 0.439 1.840
H -2.464 0.297 -0.168
H -2.679 1.935 -0.841
H -1.109 2.688 0.838
H 1.599 0.486 0.507
H 5.582 -2.783 -1.728
H 5.896 1.538 -3.471
H 4.266 3.410 -3.674
H 1.975 3.124 -2.810
H 1.308 1.044 -1.705
H 1.424 -3.349 -1.381
H -0.716 -3.774 -0.242
H -2.384 -1.416 2.095
H -2.900 -2.232 0.613
H -2.072 -3.145 1.866

=====

Result of the stability comparison: *x* is the most stable of them.

=====

*w*
15
Properties=species:S:1:pos:R:3 method="wB97M-V/def2-TZVPD" orbital_gap_ev=9.794 lumo_ev=0.8079 total_charge=0 smiles=CCP(Cl)SCO
C 2.865 -0.201 -0.089
C 1.388 -0.829 -0.343
P 0.100 0.378 0.321
Cl 0.581 2.041 -0.635
S -1.441 -0.296 -0.799
C -2.862 0.473 0.050
O -3.620 -0.421 0.857
H 3.150 0.650 -0.737
H 2.852 -0.118 0.998
H 3.524 -1.026 -0.441
H 1.281 -1.764 0.246
H 1.412 -0.901 -1.322
H -2.492 1.191 0.756
H -3.462 1.064 -0.618
H -3.275 -0.241 1.756

=====

*x*
15
Properties=species:S:1:pos:R:3 method="wB97M-V/def2-TZVPD" orbital_gap_ev=9.669 lumo_ev=0.5959 total_charge=0 smiles="OP(S)Cl.C=CC"
O 1.744 0.411 1.481
P 1.746 0.624 -0.143
S 2.263 -1.270 -0.848
Cl 3.564 1.507 -0.388
H 1.572 1.174 2.028
H 2.795 -1.529 0.444
C -1.387 -1.492 -0.254
C -1.743 -0.338 -0.798
C -1.496 1.009 -0.133
H -1.687 -2.433 -0.593
H -0.923 -1.570 0.667
H -2.417 -0.367 -1.671
H -1.466 1.843 -0.785
H -2.159 1.407 0.685
H -0.406 1.024 0.307

=====

Result of the stability comparison: *x* is the most stable of them.

=====

*w*
19
Properties=species:S:1:pos:R:3 method="wB97M-V/def2-TZVPD" orbital_gap_ev=10.169 lumo_ev=0.9354 total_charge=0 smiles="O=C1CC=CC12CCC2"
O 0.363 -0.653 1.897
C -0.051 0.055 0.980
C -0.596 1.507 1.237
C -0.418 2.314 -0.054
C -0.025 1.420 -0.995
C 0.074 0.032 -0.517
C -0.825 -1.153 -1.209
C 0.196 -2.147 -0.666
C 1.253 -0.981 -0.657
H -1.561 1.464 1.807
H 0.097 1.898 1.923
H -0.384 3.366 0.057
H 0.349 1.796 -1.968
H -1.863 -1.277 -0.876
H -0.870 -0.964 -2.339
H 0.043 -2.990 -1.415
H -0.083 -2.527 0.342
H 1.711 -0.843 -1.631
H 2.014 -0.986 0.216

=====

*x*
19
Properties=species:S:1:pos:R:3 method="wB97M-V/def2-TZVPD" orbital_gap_ev=11.068 lumo_ev=0.9955 total_charge=0 smiles=C#CCOC(C)(C)C#C
C -1.178 3.180 0.069
C -1.329 1.995 -0.051
C -1.623 0.596 -0.486
O -0.531 -0.063 -1.075
C 0.490 -0.616 -0.156
C 1.187 0.494 0.612
C 1.452 -1.358 -1.087
C -0.127 -1.561 0.772
C -0.696 -2.327 1.497
H -1.044 4.213 0.241
H -1.994 0.039 0.388
H -2.410 0.643 -1.247
H 1.609 1.229 -0.078
H 0.425 1.058 1.209
H 1.970 0.091 1.260
H 2.154 -1.958 -0.516
H 2.000 -0.636 -1.681
H 0.879 -1.999 -1.749
H -1.235 -3.020 2.077

=====

Result of the stability comparison: *w* is the most stable of them.

=====

*w*
20
Properties=species:S:1:pos:R:3 method="wB97M-V/def2-TZVPD" orbital_gap_ev=9.509 lumo_ev=-3.1761 total_charge=+1
C 1.836 0.769 2.058
C 1.962 1.300 0.848
N 2.713 0.695 -0.208
H 2.350 -0.150 2.304
H 1.234 1.272 2.797
H 1.457 2.218 0.580
H 3.487 0.162 0.166
H 3.087 1.393 -0.840
C -0.523 -0.633 -1.261
C -1.187 -0.683 0.106
S -2.875 -0.005 -0.026
N 0.884 -1.149 -1.173
H -0.462 0.390 -1.625
H -1.063 -1.250 -1.976
H -0.620 -0.064 0.799
H -1.223 -1.705 0.486
H -2.814 0.723 1.101
H 1.245 -1.391 -2.092
H 0.925 -1.986 -0.600
H 1.572 -0.434 -0.754

=====

*x*
20
Properties=species:S:1:pos:R:3 method="wB97M-V/def2-TZVPD" orbital_gap_ev=8.598 lumo_ev=-3.9161 total_charge=+1
N 1.215 1.012 -1.011
C 0.428 0.625 0.251
C -1.063 0.806 -0.202
C -2.243 0.343 0.683
S -3.424 -0.670 -0.278
C 0.766 -0.868 0.417
N 2.210 -1.075 0.263
H 1.853 0.179 -1.079
H 0.592 1.261 -1.778
H 1.967 1.721 -1.067
H 0.706 1.231 1.107
H -1.194 1.809 -0.610
H -1.117 0.035 -0.996
H -1.861 -0.277 1.490
H -2.774 1.235 1.011
H -1.888 -1.755 -0.201
H 0.292 -1.393 -0.420
H 0.441 -1.155 1.412
H 2.388 -1.985 -0.144
H 2.707 -1.078 1.150

=====

Result of the stability comparison: *w* is the most stable of them.

=====

*w*
16
Properties=species:S:1:pos:R:3 method="wB97M-V/def2-TZVPD" spin_multiplicity=3 orbital_gap_ev="6.674 / 6.429" lumo_ev="-3.8318 / -6.4573" total_charge=+1
C 0.747 1.731 -2.013
C -0.649 -0.633 -0.115
C 1.069 0.824 -1.191
C -1.438 -1.265 0.748
C 2.174 0.236 -0.363
N -2.104 -0.606 2.017
H 1.653 2.274 -2.451
H -0.242 2.126 -2.290
H -0.297 -1.155 -0.979
H -1.921 -2.199 0.615
H 1.812 -0.069 0.594
H 3.024 0.909 -0.440
H 2.553 -0.684 -0.755
H -2.858 -0.030 1.744
H -1.283 -0.024 2.288
H -2.240 -1.434 2.590

=====

*x*
16
Properties=species:S:1:pos:R:3 method="wB97M-V/def2-TZVPD" spin_multiplicity=3 orbital_gap_ev="7.160 / 7.421" lumo_ev="-3.3641 / -7.1272" total_charge=+1
C -1.063 0.528 2.059
C -1.735 0.317 0.927
C -0.359 0.460 0.506
C 0.304 1.584 -0.253
C 0.328 -1.259 -1.163
N 0.409 -0.839 0.276
H -0.963 0.876 3.059
H -2.759 0.300 0.641
H 1.454 1.621 -0.137
H 0.064 2.559 0.097
H 0.022 1.543 -1.258
H 0.076 -2.327 -1.087
H -0.523 -0.595 -1.519
H 1.319 -1.168 -1.575
H 1.304 -0.668 0.738
H 0.107 -1.656 0.952

=====

Result of the stability comparison: *w* is the most stable of them.

=====

*w*
9
Properties=species:S:1:pos:R:3 method="wB97M-V/def2-TZVPD" orbital_gap_ev=9.816 lumo_ev=0.1899 total_charge=0 smiles=CSNC#N
C 0.318 0.061 -0.548
S -0.897 -1.330 -0.253
N -1.741 -0.248 0.864
C -2.811 0.217 0.206
N -3.571 0.604 -0.515
H 0.935 -0.218 -1.459
H 0.965 0.370 0.413
H -0.326 0.883 -0.848
H -2.077 -0.767 1.887

=====

*x*
9
Properties=species:S:1:pos:R:3 method="wB97M-V/def2-TZVPD" orbital_gap_ev=10.135 lumo_ev=0.3270 total_charge=0 smiles=N#C[C@@H](N)S
N -3.124 -0.578 0.021
C -2.056 -0.225 0.157
C -0.569 0.048 0.580
N 0.409 -0.846 0.030
S -0.227 1.880 -0.004
H -0.464 0.031 1.742
H 1.350 -0.495 0.239
H 0.471 -0.663 -0.899
H -0.745 1.464 -1.254

=====

Result of the stability comparison: *x* is the most stable of them.

=====

*w*
9
Properties=species:S:1:pos:R:3 method="wB97M-V/def2-TZVPD" orbital_gap_ev=10.480 lumo_ev=0.5929 total_charge=0 smiles=N#C[C@@H](N)S
N 0.282 2.480 0.749
C 0.479 1.373 0.536
C 0.456 -0.159 0.080
N -0.614 -0.837 0.715
S 0.345 -0.050 -1.774
H 1.554 -0.441 0.174
H -1.355 -1.172 0.113
H -0.237 -1.623 1.248
H -0.909 0.430 -1.840

=====

*x*
9
Properties=species:S:1:pos:R:3 method="wB97M-V/def2-TZVPD" orbital_gap_ev=9.288 lumo_ev=0.3957 total_charge=0 smiles="[H]/N=N/SC=C"
H 3.966 1.045 0.049
N 3.439 0.133 -0.048
N 2.189 0.320 -0.084
S 1.147 -1.144 0.102
C -0.353 -0.106 0.018
C -1.549 -0.711 -0.079
H 0.010 0.982 0.085
H -2.576 -0.202 -0.045
H -1.598 -1.732 -0.460

=====

Result of the stability comparison: *w* is the most stable of them.

=====

*w*
9
Properties=species:S:1:pos:R:3 method="wB97M-V/def2-TZVPD" orbital_gap_ev=8.204 lumo_ev=-1.1289 total_charge=0 smiles="[H]/N=C(/N)C=S"
H -1.664 -1.646 0.051
N -2.042 -0.694 -0.120
C -0.961 -0.023 0.062
N -0.928 1.300 0.024
C 0.331 -0.752 0.098
S 1.755 0.026 -0.050
H -1.928 1.649 -0.028
H -0.064 1.834 0.188
H 0.153 -1.848 0.294

=====

*x*
9
Properties=species:S:1:pos:R:3 method="wB97M-V/def2-TZVPD" orbital_gap_ev="8.080 / 8.078" lumo_ev="0.1488 / 0.1479" total_charge=0 smiles="[S-][N+]1=CCN1"
S 2.666 0.023 -0.086
N 0.983 0.223 -0.043
C -0.159 1.083 0.009
C -0.988 -0.121 0.026
N 0.303 -0.924 0.127
H -0.182 2.090 0.161
H -1.600 -0.093 0.913
H -1.554 -0.424 -0.862
H 0.531 -1.858 -0.247

=====

Result of the stability comparison: *w* is the most stable of them.

=====

*w*
14
Properties=species:S:1:pos:R:3 method="wB97M-V/def2-TZVPD" spin_multiplicity=3 orbital_gap_ev="7.787 / 7.644" lumo_ev="-3.1819 / -8.2012" total_charge=+1
C -0.322 0.028 0.944
C 1.953 -1.190 1.193
C -0.233 -0.773 -0.437
C 0.123 -0.067 -1.707
N 0.702 -0.747 0.720
N -0.865 0.857 1.754
O 2.663 -1.877 0.549
H 2.138 -0.805 2.209
H -0.864 -1.652 -0.485
H 1.194 0.117 -1.757
H -0.387 0.890 -1.797
H -0.162 -0.683 -2.555
H -1.755 1.295 1.529
H -0.447 1.116 2.644

=====

*x*
14
Properties=species:S:1:pos:R:3 method="wB97M-V/def2-TZVPD" spin_multiplicity=3 orbital_gap_ev="8.961 / 6.745" lumo_ev="-3.3862 / -9.2312" total_charge=+1
C -0.917 -1.094 0.422
C -0.418 -0.305 -1.608
C 0.417 -0.751 0.982
C 0.608 0.643 0.325
N -1.140 -1.008 -0.855
N 0.395 0.657 -1.124
O -0.323 1.483 0.958
H -1.853 -1.331 1.032
H -0.422 -0.853 -2.565
H 0.406 -0.625 2.051
H 1.022 -1.650 0.685
H 1.631 0.993 0.536
H 0.614 1.499 -1.686
H -0.020 2.341 0.847

=====

Result of the stability comparison: *x* is the most stable of them.